No. 1
{
  "formula": "C19H38F3N4O2P2S",
  "method": "the ωB97M-V functional and the def2-TZVPD basis",
  "symbols": ["N", "C", "C", "C", "P", "C", "C", "C", "F", "C", "F", "F", "P", "O", "O", "S", "H", "H", "H", "H", "H", "H", "H", "H", "H", "H", "H", "H", "H", "H", "H", "H", "H", "C", "C", "C", "C", "N", "H", "H", "H", "H", "H", "H", "H", "C", "C", "C", "C", "N", "H", "H", "H", "H", "H", "H", "H", "C", "C", "C", "C", "N", "H", "H", "H", "H", "H", "H", "H"],
  "positions_angstrom": [[3.53, -1.11, -0.36], [2.68, -0.73, -1.54], [1.34, -0.04, -1.08], [0.58, 0.47, -2.36], [0.25, 2.35, -2.45], [1.85, 2.73, -3.44], [3.12, 2.99, -2.53], [2.99, 4.25, -1.63], [1.85, 4.99, -1.55], [4.07, 4.58, -0.86], [4.06, 4.61, 0.50], [5.25, 4.85, -1.51], [-1.74, 2.16, -1.35], [-1.87, 0.70, -0.49], [-1.69, 3.38, -0.15], [-3.28, 2.55, -2.46], [3.58, -0.30, 0.26], [2.95, -1.80, 0.13], [2.47, -1.71, -2.05], [3.27, -0.11, -2.24], [1.63, 0.76, -0.37], [0.78, -0.84, -0.54], [1.22, 0.19, -3.24], [-0.35, -0.15, -2.49], [-0.52, 2.11, -3.67], [-0.09, 3.77, -2.54], [0.88, 2.61, -1.16], [1.67, 3.71, -3.96], [2.07, 2.00, -4.25], [3.43, 2.10, -1.95], [3.95, 3.23, -3.25], [-2.47, 0.90, 0.25], [-0.96, 3.08, 0.43], [-8.44, 1.41, -0.38], [-7.57, 0.20, -0.06], [-6.22, 0.58, 0.56], [-5.45, 1.42, -0.39], [-4.84, 2.06, -1.15], [-7.96, 2.06, -1.12], [-9.40, 1.10, -0.79], [-8.63, 2.01, 0.52], [-7.41, -0.37, -0.97], [-8.11, -0.45, 0.64], [-5.65, -0.33, 0.78], [-6.36, 1.13, 1.49], [-1.99, -3.57, 2.50], [-2.52, -3.27, 1.10], [-1.60, -3.78, -0.01], [-0.27, -3.15, 0.10], [0.76, -2.64, 0.17], [-1.03, -3.08, 2.68], [-2.69, -3.21, 3.25], [-1.86, -4.65, 2.64], [-2.65, -2.19, 0.99], [-3.51, -3.72, 0.98], [-2.02, -3.55, -0.99], [-1.48, -4.87, 0.06], [5.30, -2.84, 4.70], [5.43, -2.94, 3.18], [5.14, -1.62, 2.47], [3.76, -1.17, 2.76], [2.69, -0.82, 2.98], [4.29, -2.58, 5.00], [5.54, -3.80, 5.17], [5.99, -2.09, 5.10], [4.74, -3.71, 2.82], [6.44, -3.27, 2.93], [5.26, -1.74, 1.39], [5.84, -0.85, 2.80]],
  "total_charge": -1,
  "homo_energy_ev": -2.38,
  "multiplicity": 1,
  "gap_ev": 4.7,
  "largest_force_ev_per_a": 7.0
}

=====

No. 2
{
  "formula": "C13H33ClCoIN2OP2S",
  "method": "the ωB97M-V functional and the def2-TZVPD basis",
  "symbols": ["C", "C", "H", "H", "H", "O", "I", "Co", "P", "C", "C", "H", "H", "H", "H", "H", "H", "C", "H", "H", "H", "P", "C", "C", "H", "H", "H", "C", "H", "H", "H", "H", "H", "H", "Cl", "C", "N", "C", "C", "S", "N", "C", "C", "H", "H", "H", "H", "H", "H", "H", "H", "H", "H", "H", "H"],
  "positions_angstrom": [[-2.24, -0.94, -0.36], [-1.13, -1.83, 0.08], [-2.81, -1.63, -1.00], [-1.78, -0.09, -0.94], [-2.83, -0.50, 0.52], [-0.68, -2.70, -0.67], [3.05, -1.09, 2.22], [0.08, 2.18, -0.13], [-0.15, -1.00, 1.76], [0.56, -2.71, 1.73], [0.48, -0.63, 3.56], [0.10, -1.38, 4.24], [-1.52, -2.18, 3.41], [0.17, 0.36, 3.88], [-2.23, -0.54, 3.05], [1.61, -2.70, 1.49], [1.59, -0.65, 3.75], [-1.77, -1.45, 2.62], [0.35, -3.19, 2.65], [-2.53, -1.94, 1.99], [0.29, -3.34, 0.89], [0.15, 2.33, -2.26], [0.63, 1.25, -3.60], [-1.56, 2.96, -2.31], [1.11, 4.04, -0.75], [1.48, 4.28, -2.48], [2.37, 3.04, -1.55], [1.39, 3.54, -1.69], [-1.82, 3.46, -1.35], [-1.57, 3.66, -3.15], [0.33, 1.76, -4.51], [0.09, 0.29, -3.48], [-2.23, 2.09, -2.47], [1.71, 1.08, -3.53], [-0.79, 3.08, 1.48], [3.89, 0.23, -2.31], [4.32, -0.91, -1.50], [5.61, -1.47, -1.78], [3.31, -1.71, -1.04], [1.75, -1.05, -1.14], [3.67, -2.94, -0.50], [2.71, -4.07, -0.56], [4.66, -3.06, 0.59], [4.79, 0.79, -2.64], [3.23, 0.89, -1.76], [3.38, -0.10, -3.23], [6.23, -1.43, -0.88], [5.49, -2.51, -2.10], [6.10, -0.91, -2.58], [3.21, -4.97, -0.98], [2.40, -4.38, 0.45], [1.81, -3.85, -1.16], [4.91, -2.05, 0.97], [4.20, -3.65, 1.38], [5.61, -3.51, 0.32]],
  "total_charge": 2,
  "homo_energy_ev": [-13.91, -13.87],
  "multiplicity": 5,
  "gap_ev": [5.1, 5.1],
  "largest_force_ev_per_a": 7.6
}